[1]
ORCA calculation (ωB97M-V/def2-TZVPD) on a cluster of 11 separate species, C22H66O11 in total at a distorted geometry.

Summary:
Largest force on an atom in eV/Å: 1.8
Molar mass in g mol⁻¹: 506.8
SMILES: CCO.CCO.CCO.CCO.CCO.CCO.CCO.CCO.CCO.CCO.CCO

```
! wB97M-V def2-TZVPD RIJCOSX def2/J DEFGRID3
* xyz 0 1
C 0.253 -3.212 2.662
C 0.517 -2.815 4.117
O 0.300 -1.427 4.254
H -0.768 -2.957 2.383
H 0.402 -4.291 2.600
H 0.944 -2.659 2.028
H 1.593 -2.978 4.252
H 0.045 -3.495 4.832
H -0.580 -1.209 3.912
C -2.889 3.524 -0.246
C -3.339 2.115 0.101
O -2.156 1.317 0.357
H -2.461 3.889 0.696
H -3.694 4.217 -0.490
H -2.057 3.542 -0.945
H -3.888 1.558 -0.660
H -3.956 2.191 0.995
H -1.790 1.111 -0.519
C -3.190 -3.099 -2.611
C -3.992 -3.588 -3.801
O -3.052 -3.958 -4.819
H -3.847 -3.122 -1.735
H -2.703 -2.128 -2.633
H -2.441 -3.864 -2.393
H -4.622 -2.817 -4.258
H -4.602 -4.440 -3.491
H -3.500 -4.434 -5.523
C -2.519 0.895 -3.389
C -1.049 1.315 -3.425
O -0.673 1.878 -2.143
H -2.704 0.151 -2.614
H -2.899 0.558 -4.353
H -3.071 1.807 -3.149
H -0.960 2.173 -4.095
H -0.342 0.532 -3.698
H 0.031 1.269 -1.827
C -2.396 -5.856 0.726
C -1.108 -5.230 0.213
O -0.869 -5.739 -1.092
H -2.616 -5.511 1.738
H -2.293 -6.939 0.716
H -3.212 -5.492 0.102
H -0.257 -5.416 0.869
H -1.268 -4.145 0.188
H -0.020 -5.415 -1.406
C 5.532 2.078 1.287
C 5.283 2.144 -0.222
O 4.529 3.310 -0.544
H 6.407 2.613 1.667
H 5.561 1.051 1.656
H 4.756 2.613 1.844
H 4.702 1.278 -0.546
H 6.259 2.171 -0.700
H 3.762 3.377 0.042
C -3.503 -2.467 3.402
C -3.414 -1.415 2.294
O -2.122 -0.859 2.328
H -3.135 -2.025 4.329
H -2.947 -3.370 3.138
H -4.511 -2.844 3.586
H -4.162 -0.671 2.590
H -3.637 -1.903 1.342
H -1.996 -0.176 1.657
C 2.669 0.974 2.918
C 2.575 1.189 4.428
O 2.799 -0.052 5.087
H 2.628 1.887 2.303
H 1.818 0.386 2.564
H 3.557 0.465 2.537
H 1.569 1.560 4.666
H 3.247 1.963 4.798
H 2.023 -0.591 4.868
C 0.412 4.991 0.364
C 1.136 3.705 0.080
O 2.150 3.448 1.093
H -0.533 5.067 -0.179
H 0.985 5.879 0.102
H 0.146 5.075 1.422
H 1.663 3.764 -0.874
H 0.524 2.798 0.068
H 1.664 3.328 1.916
C -0.196 -1.336 -0.627
C 0.806 -0.348 -0.064
O 1.461 0.272 -1.186
H -1.013 -1.507 0.072
H 0.284 -2.267 -0.943
H -0.615 -1.011 -1.584
H 1.554 -0.760 0.615
H 0.235 0.427 0.466
H 2.148 0.864 -0.851
C 2.659 2.353 -3.671
C 3.674 3.483 -3.868
O 4.504 3.133 -4.971
H 1.993 2.258 -4.522
H 2.136 2.517 -2.728
H 3.271 1.464 -3.494
H 4.356 3.623 -3.025
H 3.070 4.380 -4.073
H 4.974 3.910 -5.283
*
```



[2]
ORCA calculation (ωB97M-V/def2-TZVPD) on a cluster of 11 separate species, C22H66O11S4 in total at a distorted geometry.

Summary:
Largest force on an atom in eV/Å: 10.0
Molar mass in g mol⁻¹: 635.0

```
! wB97M-V def2-TZVPD RIJCOSX def2/J DEFGRID3
* xyz 0 1
C -1.363 2.949 0.038
C -0.723 4.204 0.751
O -0.423 5.064 -0.425
H -0.648 2.535 -0.558
H -2.254 2.895 -0.540
H -1.393 2.214 0.701
H 0.353 4.025 1.155
H -1.392 4.688 1.396
H 0.226 5.588 -0.155
C 4.029 -1.836 -2.147
C 4.875 -2.707 -1.370
O 4.453 -4.050 -1.339
H 2.980 -1.868 -1.814
H 3.804 -2.312 -3.034
H 4.489 -0.937 -2.551
H 4.822 -2.505 -0.395
H 5.734 -2.673 -1.912
H 3.507 -4.099 -1.062
C -5.406 2.275 -1.996
C -4.504 1.030 -1.982
O -5.156 -0.150 -2.407
H -5.742 2.287 -2.997
H -4.825 3.225 -2.110
H -6.132 2.232 -1.048
H -4.132 0.719 -0.964
H -3.788 1.357 -2.722
H -5.453 -0.043 -3.451
C -0.029 1.472 4.025
C -1.414 1.908 4.384
O -2.239 2.359 3.273
H 0.061 0.713 3.180
H 0.511 0.975 4.819
H 0.482 2.288 3.782
H -1.356 2.717 5.102
H -1.946 1.149 5.033
H -1.980 3.128 2.876
C -0.670 0.754 -3.726
C -0.301 1.547 -5.020
O -1.257 2.422 -5.516
H -1.494 0.068 -3.921
H -0.756 1.410 -2.994
H 0.064 0.106 -3.508
H 0.007 0.673 -5.671
H 0.710 1.853 -4.962
H -0.965 3.034 -6.022
C 2.063 2.685 -1.771
C 3.167 1.826 -2.463
O 4.325 1.775 -1.719
H 1.321 2.937 -2.530
H 2.190 3.635 -1.269
H 1.568 2.012 -0.972
H 3.306 2.317 -3.493
H 2.846 0.833 -2.600
H 4.987 1.510 -2.354
C 0.281 -0.545 0.421
C -1.244 -0.434 0.151
O -1.757 -1.766 -0.241
H 0.504 0.512 0.694
H 0.825 -0.953 -0.564
H 0.301 -1.193 1.347
H -1.480 0.313 -0.666
H -1.944 -0.371 1.037
H -2.554 -1.823 0.072
C 2.615 -2.283 4.040
S 1.469 -3.289 5.001
O 0.503 -2.379 5.744
C 0.484 -3.757 3.654
H 3.321 -2.644 3.344
H 3.377 -1.934 4.767
H 2.013 -1.564 3.582
H 1.087 -4.277 2.871
H 0.077 -2.813 3.303
H -0.111 -4.540 3.842
C 2.620 2.823 1.413
S 4.309 2.347 0.938
O 5.094 2.542 2.226
C 3.954 0.514 0.789
H 2.330 2.281 2.231
H 2.123 2.298 0.578
H 2.400 3.939 1.468
H 5.004 0.039 0.667
H 3.167 0.307 -0.078
H 3.314 0.347 1.732
C -5.527 -0.370 1.277
S -4.781 -1.731 2.057
O -3.655 -2.348 1.234
C -4.080 -0.978 3.532
H -6.069 -0.700 0.321
H -4.862 0.498 1.205
H -6.235 -0.005 1.991
H -3.003 -0.457 3.264
H -3.842 -1.884 4.045
H -4.751 -0.030 3.902
C 0.085 -5.859 -1.530
S 0.575 -4.137 -1.079
O 1.990 -4.250 -0.578
C 0.636 -3.498 -2.714
H 0.910 -6.011 -2.281
H -0.797 -5.918 -2.146
H 0.149 -6.421 -0.677
H 0.536 -2.274 -2.736
H -0.120 -3.709 -3.331
H 1.620 -3.826 -3.145
*
```



Calculated Kohn-Sham gap (eV), listed in the same order as above: 10.3399, 8.7106
Calculated E_HOMO (eV), listed in the same order as above: -9.758, -8.408
Calculated relative energy (zero: lowest compared OMol25 entry of this formula, charge and spin) (kcal per mole), listed in the same order as above: 63.6, 0.0